(1)
# C9H13BrN2O

One molecule with the formula C9H13BrN2O (wB97M-V/def2-TZVPD, the Open Molecules 2025 dataset).

Structure (XYZ):
```
26
C9H13BrN2O wB97M-V/def2-TZVPD
C -4.38636 -1.53854 -0.97665
C -3.53630 -0.48878 -1.02644
C -3.45993 -1.62132 0.94661
C -0.38157 -0.26195 -0.46728
C 1.30832 1.41488 -1.08397
C 1.92499 -0.84938 -0.37570
C 1.05142 0.84156 1.33544
C -1.75180 0.26205 0.53400
C 0.99781 0.33686 -0.14593
N -4.31292 -2.20079 0.20973
N -2.88392 -0.54142 0.24742
O -0.65902 -0.96632 -1.39919
Br -2.07867 2.13655 0.25049
H -5.22647 -1.85127 -1.63365
H -3.48019 0.35770 -1.68696
H -2.93957 -2.03069 1.87446
H 2.17491 1.92500 -0.61286
H 0.57875 2.21087 -1.24666
H 1.51602 1.10402 -2.14373
H 3.02863 -0.55400 -0.05194
H 1.99687 -1.07248 -1.44521
H 1.43158 -1.70686 0.12522
H 2.07235 1.14045 1.60886
H 0.38550 1.65750 1.27278
H 0.73090 -0.03419 1.96871
H -1.39024 0.09868 1.59614
```

The HOMO-LUMO gap is 9.2 eV. The SMILES is CC(C)(C)C(=O)[C@@H](Br)n1ccnc1. The value obtained for the LUMO energy is 0.0144 hartree. The electronic energy comes out at -3109.4464 hartree. As for the net charge: 0.

Löwdin analysis output, partial charges in e: C -0.162; C -0.073; C -0.171; C -0.276; C -0.074; C -0.053; C -0.043; C -0.595; C -0.613; N 0.037; N -0.143; O 0.120; Br 0.774; H 0.113; H 0.099; H 0.148; H 0.104; H 0.066; H 0.114; H 0.136; H 0.080; H 0.097; H 0.093; H 0.015; H 0.105; H 0.101

---

(2)
# C9H13BrS

A 2-piece molecular cluster, C9H13BrS overall (wB97M-V/def2-TZVPD, the Open Molecules 2025 dataset).

Structure (XYZ):
```
24
C9H13BrS wB97M-V/def2-TZVPD
C -1.02507 1.11427 -0.85419
C -1.26366 -1.12838 -1.58213
C -0.85236 0.16164 -1.88006
C -1.73125 0.58824 0.19409
C 1.38568 -0.19563 -3.14069
C 0.44428 0.44820 4.39502
C 0.62479 -0.12969 1.89705
C 0.04185 0.36410 -3.15203
C 0.43837 -0.42818 3.18437
S -2.12935 -1.09190 -0.10877
Br 0.50516 -2.28853 3.78980
H -1.04247 2.16005 -1.10812
H -1.10501 -2.09418 -2.07283
H 1.69036 0.10539 -4.18002
H 1.27270 -1.34787 -3.17782
H 2.19394 -0.07976 -2.43600
H 0.35619 1.41791 4.05147
H -0.29198 0.00152 4.94999
H 1.38135 0.19126 4.82618
H 0.63114 -0.77260 1.03727
H 0.60063 0.82637 1.44766
H -1.81825 0.89067 1.23851
H -0.47065 -0.09624 -3.98129
H 0.16363 1.38335 -3.33747
```

The HOMO-LUMO gap is 9.4 eV. The SMILES is CCc1ccsc1.C=C(C)Br. The value obtained for the LUMO energy is 0.0273 hartree. The electronic energy comes out at -3322.8338 hartree. As for the net charge: 0.

Löwdin analysis output, partial charges in e: C -0.166; C -0.384; C -0.320; C -0.410; C -0.133; C -0.135; C -0.068; C -0.249; C -0.727; S 0.964; Br 0.657; H 0.111; H 0.081; H 0.091; H 0.100; H 0.069; H 0.063; H 0.029; H 0.069; H 0.051; H 0.047; H 0.066; H 0.110; H 0.084

---

(3)
# C9H13ClN

A 2-piece molecular cluster, C9H13ClN overall (wB97M-V/def2-TZVPD, the Open Molecules 2025 dataset).

Structure (XYZ):
```
24
C9H13ClN wB97M-V/def2-TZVPD
C 2.89203 -0.86922 -0.03968
C 2.09964 -0.95125 -1.14971
C 2.29424 -0.57573 1.20616
C 0.77554 -0.65808 -1.04246
C 0.99398 -0.34854 1.29983
C -2.03411 -0.85164 -0.66313
C -1.77848 0.53473 1.41285
C -0.40371 1.93387 -0.90633
C -1.13013 -0.20005 0.28811
N 0.23182 -0.43504 0.19108
Cl 1.08385 2.41646 -0.27192
H 3.92628 -1.12174 -0.05319
H 2.44643 -1.21948 -2.11578
H 2.81066 -0.58095 2.07366
H 0.06110 -0.53598 -1.82196
H 0.36369 -0.12118 2.15285
H -2.96759 -1.19454 -0.21552
H -1.66661 -1.71781 -1.22903
H -2.27405 -0.10519 -1.43574
H -1.14457 0.88197 2.20083
H -2.31137 1.47643 0.96656
H -2.61854 0.05833 1.78594
H -1.30598 2.54566 -0.69610
H -0.34412 1.63897 -1.93733
```

The HOMO-LUMO gap (alpha / beta) is 7.5 / 7.3 eV. The value obtained for the LUMO energy (alpha / beta) is -0.1579 / -0.1827 hartree. The electronic energy comes out at -865.3103 hartree. As for the net charge: +1.

Löwdin analysis output, partial charges in e: C 0.014; C -0.010; C -0.005; C -0.042; C -0.038; C -0.029; C -0.019; C -0.495; C -0.286; N -0.068; Cl 0.711; H 0.123; H 0.126; H 0.098; H 0.121; H 0.136; H 0.104; H 0.102; H 0.106; H 0.074; H 0.134; H 0.067; H 0.052; H 0.025

---

(4)
# C9H13ClN4O6TeY

C9H13ClN4O6TeY as an isolated structure (wB97M-V/def2-TZVPD, the Open Molecules 2025 dataset).

Structure (XYZ):
```
35
C9H13ClN4O6TeY wB97M-V/def2-TZVPD
Y -0.95054 -0.80810 -0.63983
C -1.81383 -1.44514 3.28011
C -0.47849 -0.92609 2.89464
N -0.12396 -0.54810 1.68175
C 1.21303 -0.23629 1.72879
C 1.66452 -0.38365 3.00780
N 0.58277 -0.83007 3.72302
C 2.95931 -0.17110 3.70244
O 3.95258 0.27977 2.97355
O 3.03947 -0.40110 4.89151
C 1.94783 0.10848 0.47034
O 3.11480 0.53430 0.57033
O 1.28734 -0.03149 -0.59685
H -2.43362 -1.52598 2.39008
H -2.30302 -0.78622 3.99975
H -1.71667 -2.43927 3.71724
H 0.63876 -1.06610 4.70110
H 3.66671 0.41082 2.00001
C 0.43761 -0.12864 -5.31631
O 0.40571 1.07539 -4.52671
C -0.09832 0.91196 -3.30402
O -0.55101 -0.14604 -2.90787
N -0.07030 2.07270 -2.60331
N -0.38927 2.03155 -1.24831
H 0.92649 0.15230 -6.24351
H -0.57439 -0.48134 -5.50206
H 0.99722 -0.90283 -4.79681
H 0.50949 2.81160 -2.97025
H -1.09157 2.72244 -1.02320
H 0.44710 2.13363 -0.68801
Cl -4.10244 -0.45536 0.48236
C -3.12019 0.38171 -0.84074
H -3.24625 1.44567 -0.60868
H -3.70345 0.20985 -1.75073
Te -1.02345 -3.56925 -0.64763
```

The HOMO-LUMO gap is 5.0 eV. The value obtained for the LUMO energy is 0.0826 hartree. The electronic energy comes out at -1788.0068 hartree. As for the net charge: -1.

Löwdin analysis output, partial charges in e: Y 0.739; C -0.007; C -0.334; N 0.067; C -0.122; C -0.078; N 0.184; C -0.497; O 0.120; O 0.078; C -0.564; O 0.031; O -0.129; H 0.016; H 0.084; H 0.090; H 0.170; H 0.061; C -0.020; O -0.013; C -0.557; O -0.032; N 0.029; N 0.033; H 0.091; H 0.099; H 0.104; H 0.154; H 0.097; H 0.092; Cl 0.303; C -0.725; H -0.063; H -0.045; Te -0.457

---

Relative energy (zero: lowest compared OMol25 entry of this formula, charge and spin) across the listed records, respectively: 0.000; 0.000; 1.532; 0.256 eV.